Molecular formula: C35H28F3N3O3PdSSb
Method: DFT, wB97M-V/def2-TZVPD

Properties
* highest occupied orbital energy: -11.193 eV
* charge: +1
* energy relative to the best compared isomer or geometry (same formula, charge and spin): 0.0000 eV

Geometry (Å):
Pd -0.15 0.45 -0.30
O 0.10 -2.28 0.43
S -1.31 -2.22 0.09
O -1.74 -2.68 -1.21
N -1.74 -0.64 0.29
C -2.87 -0.26 -0.49
C -4.17 -0.48 -0.12
C -5.23 -0.14 -0.99
C -4.99 0.41 -2.22
C -3.66 0.68 -2.62
C -3.31 1.28 -3.85
C -2.00 1.55 -4.13
C -1.01 1.23 -3.17
N -1.31 0.67 -2.02
C -2.61 0.36 -1.73
C -2.17 -3.18 1.30
C -3.44 -3.64 1.00
C -4.12 -4.40 1.94
C -3.51 -4.71 3.15
C -2.22 -4.27 3.42
C -1.54 -3.50 2.49
H -4.38 -0.93 0.85
H -6.25 -0.33 -0.67
H -5.80 0.66 -2.88
H -4.09 1.53 -4.56
H -1.70 2.00 -5.06
H 0.03 1.46 -3.34
H -3.88 -3.43 0.03
H -5.11 -4.77 1.72
H -4.03 -5.32 3.88
H -1.74 -4.53 4.36
H -0.54 -3.15 2.69
C 3.85 1.16 -1.73
C 2.55 0.56 -1.29
N 2.47 -0.76 -1.20
O 1.60 1.32 -1.01
H 4.52 0.44 -2.18
H 4.33 1.60 -0.86
H 3.64 1.97 -2.44
H 3.28 -1.33 -1.41
H 1.65 -1.23 -0.83
F -2.62 -2.01 6.59
C -1.88 -1.48 5.60
C -2.51 -0.75 4.61
C -1.74 -0.23 3.59
C -0.36 -0.43 3.57
C 0.25 -1.15 4.59
C -0.52 -1.69 5.62
Sb 0.81 0.40 2.05
C 1.22 2.34 2.74
C 1.13 2.65 4.09
C 1.43 3.93 4.54
C 1.81 4.88 3.60
F 2.09 6.12 4.03
C 1.90 4.60 2.25
C 1.59 3.32 1.82
C 2.68 -0.53 2.31
C 3.79 0.22 2.68
C 5.04 -0.37 2.83
C 5.15 -1.73 2.60
F 6.34 -2.32 2.75
C 4.06 -2.51 2.24
C 2.83 -1.90 2.09
H -3.58 -0.62 4.65
H -2.22 0.32 2.79
H 1.32 -1.31 4.59
H -0.07 -2.26 6.43
H 0.83 1.90 4.81
H 1.37 4.21 5.58
H 2.19 5.39 1.56
H 1.65 3.09 0.76
H 3.70 1.29 2.86
H 5.91 0.20 3.12
H 4.20 -3.58 2.08
H 1.98 -2.50 1.79